[1]
Computed, not measured: a 6-piece molecular cluster, C5H18NO7 overall, with ωB97M-V/def2-TZVPD.

Geometry (Å):
O -0.520 -0.793 2.344
C -0.492 -0.632 1.129
O 0.258 -1.304 0.317
C -1.374 0.440 0.496
C -1.478 1.702 1.382
C -1.027 3.029 0.741
C 1.249 2.540 0.834
N 0.358 3.430 0.844
H -2.381 0.018 0.582
H -1.161 0.726 -0.529
H -2.456 1.836 1.840
H -0.797 1.650 2.240
H -1.322 3.012 -0.321
H -1.674 3.814 1.136
H 2.295 2.754 1.045
H 1.022 1.472 0.759
H 0.740 -3.782 1.644
H -0.032 -3.006 0.789
O 0.091 -3.983 0.946
H 2.504 -3.316 0.068
H 1.900 -1.981 0.556
O 2.664 -2.589 0.674
H 0.700 -0.387 -2.007
H -0.195 -1.498 -1.555
O 0.008 -0.960 -2.342
H -2.311 -0.026 -3.025
H -2.593 1.423 -2.979
O -2.920 0.622 -3.405
H 2.529 -0.925 -1.042
H 3.166 -2.120 -1.518
O 3.248 -1.167 -1.644

## Properties
total charge: -1
spin multiplicity: 1
energy: -21301.475 eV
Kohn-Sham gap: 0.342 Eh
energy relative to the best compared isomer or geometry (same formula, charge and spin): 28.1 kcal per mole
HOMO level: -0.228 Ha

List of natural (NBO) charges in e, atom by atom:
1 O -0.696
2 C 0.785
3 O -0.904
4 C -0.544
5 C -0.419
6 C -0.251
7 C -0.059
8 N -0.403
9 H 0.230
10 H 0.207
11 H 0.204
12 H 0.228
13 H 0.185
14 H 0.189
15 H 0.166
16 H 0.154
17 H 0.466
18 H 0.495
19 O -0.992
20 H 0.459
21 H 0.502
22 O -0.986
23 H 0.467
24 H 0.504
25 O -0.981
26 H 0.489
27 H 0.460
28 O -0.949
29 H 0.466
30 H 0.466
31 O -0.937

=====

[2]
Computed, not measured: C5H18O5 as an isolated structure, with ωB97M-V/def2-TZVPD.

Geometry (Å):
C -24.053 -27.491 21.731
O -23.449 -26.979 20.538
H -24.880 -26.819 21.962
H -24.415 -28.480 21.451
H -23.390 -27.608 22.588
H -23.497 -26.021 20.500
C -24.918 -25.909 23.767
O -24.734 -24.474 23.973
H -24.053 -26.217 23.180
H -25.012 -26.466 24.699
H -25.771 -26.121 23.122
H -25.551 -24.157 24.365
C -22.256 -24.206 23.113
O -22.898 -23.873 24.375
H -22.766 -25.095 22.740
H -22.360 -23.371 22.420
H -21.198 -24.469 23.117
H -23.667 -24.447 24.362
C -26.637 -23.236 25.300
C -25.286 -23.104 26.018
O -25.340 -23.587 27.352
O -26.935 -24.586 25.082
H -26.655 -22.653 24.380
H -27.478 -22.769 25.813
H -25.117 -22.028 26.056
H -24.439 -23.609 25.553
H -24.696 -23.120 27.890
H -26.798 -25.004 25.935

## Properties
total charge: 0
spin multiplicity: 1
energy: -15707.582 eV
Kohn-Sham gap: 0.345 Eh
energy relative to the best compared isomer or geometry (same formula, charge and spin): 138.7 kcal per mole
HOMO level: -0.323 Ha

List of natural (NBO) charges in e, atom by atom:
1 C -0.251
2 O -0.726
3 H 0.173
4 H 0.184
5 H 0.158
6 H 0.468
7 C -0.277
8 O -0.720
9 H 0.201
10 H 0.182
11 H 0.180
12 H 0.519
13 C -0.251
14 O -0.789
15 H 0.132
16 H 0.161
17 H 0.170
18 H 0.449
19 C -0.164
20 C -0.127
21 O -0.751
22 O -0.710
23 H 0.206
24 H 0.204
25 H 0.171
26 H 0.237
27 H 0.484
28 H 0.489

=====

[3]
Computed, not measured: a 2-piece molecular cluster, C5H18Si3 overall, with ωB97M-V/def2-TZVPD.

Geometry (Å):
C -0.493 0.623 -2.167
C 1.915 0.081 -2.101
C 0.295 -1.639 -2.894
C -1.479 -0.268 3.928
C 0.499 -0.460 -1.900
Si -1.137 1.414 3.172
Si 0.090 -1.116 -0.164
Si 0.527 1.420 1.710
H -1.626 0.472 -1.987
H -0.449 1.432 -1.410
H -0.425 0.928 -3.205
H 2.147 0.222 -3.240
H 2.687 -0.631 -1.850
H 2.120 0.949 -1.370
H 0.529 -1.230 -3.933
H 1.074 -2.339 -2.859
H -0.689 -2.168 -2.664
H -1.366 -1.180 3.391
H -0.756 -0.137 4.807
H -2.490 -0.193 4.360
H -2.498 1.468 2.508
H -1.247 2.185 4.391
H -1.147 -1.905 -0.075
H 1.158 -1.854 0.416
H 1.889 1.224 2.176
H 0.873 2.702 0.960

## Properties
total charge: 0
spin multiplicity: 1
energy: -29105.838 eV
Kohn-Sham gap: 0.291 Eh
energy relative to the best compared isomer or geometry (same formula, charge and spin): 43.0 kcal per mole
HOMO level: -0.301 Ha

List of natural (NBO) charges in e, atom by atom:
1 C -0.639
2 C -0.616
3 C -0.619
4 C -1.054
5 C -0.486
6 Si 0.623
7 Si 0.891
8 Si 0.156
9 H 0.218
10 H 0.229
11 H 0.215
12 H 0.214
13 H 0.213
14 H 0.227
15 H 0.214
16 H 0.210
17 H 0.219
18 H 0.234
19 H 0.220
20 H 0.239
21 H -0.143
22 H -0.146
23 H -0.165
24 H -0.195
25 H -0.140
26 H -0.120

=====

[4]
Computed, not measured: a 5-piece molecular cluster, C5H19NO5 overall, with ωB97M-V/def2-TZVPD.

Geometry (Å):
O -0.380 -2.056 3.210
C -0.642 -0.879 3.154
C -1.447 -0.284 2.028
C -0.520 0.362 0.983
C 0.641 -0.522 0.546
C 1.298 -2.602 -0.489
N 0.191 -1.828 0.062
H -0.253 -0.167 3.912
H -2.062 -1.078 1.611
H -2.124 0.485 2.413
H -0.116 1.288 1.382
H -1.112 0.630 0.106
H 1.171 -0.025 -0.257
H 1.371 -0.629 1.349
H 0.942 -3.583 -0.798
H 1.701 -2.084 -1.354
H 2.109 -2.761 0.234
H -0.206 -2.341 0.844
H 1.438 3.039 -0.264
H 2.029 4.046 0.737
O 1.671 3.156 0.677
H -0.954 -1.427 -1.290
H -2.476 -1.315 -1.623
O -1.602 -1.105 -1.976
H -1.873 1.863 -2.878
H -1.209 0.522 -2.530
O -1.012 1.424 -2.856
H 0.384 2.381 -2.322
H 1.879 2.585 -2.585
O 1.164 2.906 -2.026

## Properties
total charge: 0
spin multiplicity: 1
energy: -17221.261 eV
Kohn-Sham gap: 0.378 Eh
structure (SMILES): CNCCCC=O.O.O.O.O
energy relative to the best compared isomer or geometry (same formula, charge and spin): 0.0 kcal per mole
HOMO level: -0.356 Ha

List of natural (NBO) charges in e, atom by atom:
1 O -0.541
2 C 0.450
3 C -0.518
4 C -0.408
5 C -0.229
6 C -0.411
7 N -0.660
8 H 0.116
9 H 0.215
10 H 0.228
11 H 0.241
12 H 0.221
13 H 0.207
14 H 0.177
15 H 0.205
16 H 0.195
17 H 0.178
18 H 0.382
19 H 0.500
20 H 0.464
21 O -0.988
22 H 0.505
23 H 0.475
24 O -1.002
25 H 0.476
26 H 0.513
27 O -0.991
28 H 0.513
29 H 0.474
30 O -0.989